250
Properties=species:S:1:pos:R:3:forces:R:3 method="wB97M-V/def2-TZVPD" energy_ev=-107433.5982 homo_lumo_gap_ha=0.325 total_charge=0 multiplicity=1
C 17.730 18.787 10.851 -0.33 0.36 0.85
C 18.854 19.727 10.444 0.01 0.82 -0.54
O 18.560 20.714 9.424 -0.48 -0.38 1.02
C 17.856 21.857 9.945 0.90 -0.25 -1.65
C 17.366 22.600 8.685 0.13 0.33 1.24
H 17.390 18.108 10.073 0.13 0.09 -0.21
H 18.053 18.188 11.721 0.14 0.10 -0.40
H 16.860 19.337 11.240 0.18 -0.03 -0.28
H 19.262 20.274 11.299 -0.12 -0.17 0.30
H 19.676 19.178 10.026 0.42 -0.49 -0.20
H 17.016 21.526 10.527 -0.49 -0.05 0.53
H 18.551 22.461 10.586 -0.53 -0.31 -0.52
H 17.044 23.591 8.961 -0.49 0.41 0.19
H 16.561 22.096 8.169 -0.15 -0.28 0.07
H 18.160 22.780 7.994 0.74 -0.24 -0.43
C 26.857 12.666 15.467 0.97 -0.15 -1.16
C 27.293 14.020 15.998 0.28 0.11 -1.67
O 26.182 14.675 16.543 -0.13 -0.42 0.65
C 26.416 16.019 16.943 0.19 -0.42 -0.85
C 25.132 16.585 17.467 -0.51 0.55 0.39
H 26.450 12.013 16.207 -0.29 -0.44 0.52
H 26.191 12.759 14.625 -1.06 0.49 0.14
H 27.640 12.141 14.884 0.37 0.21 1.00
H 28.174 13.969 16.645 -0.26 -0.09 0.51
H 27.653 14.575 15.101 -0.10 0.10 0.37
H 27.194 16.075 17.692 0.31 -0.17 0.53
H 26.830 16.521 16.069 -0.17 0.59 -0.18
H 24.790 15.931 18.288 -0.13 0.21 -0.40
H 24.336 16.691 16.690 0.63 -0.16 0.62
H 25.318 17.573 17.924 -0.18 -0.35 -0.37
C 22.661 13.980 17.819 -0.02 -0.03 -0.93
C 23.757 12.961 18.148 0.44 0.83 0.36
O 23.235 11.980 19.019 0.56 0.04 -0.22
C 24.107 10.853 19.016 -1.11 0.51 -0.28
C 23.621 9.920 20.062 0.74 -0.66 1.61
H 21.764 13.400 17.465 0.79 0.62 0.34
H 22.345 14.667 18.621 0.26 -0.59 0.05
H 23.007 14.650 16.995 -0.27 -0.61 0.41
H 24.192 12.513 17.255 -0.67 -0.34 -0.64
H 24.714 13.368 18.549 -0.74 0.41 0.38
H 24.014 10.394 18.040 0.28 -0.25 -0.56
H 25.145 11.180 19.162 -0.03 -0.16 0.16
H 23.791 10.392 21.041 -0.09 -0.18 -0.13
H 24.225 8.999 20.057 -0.23 0.17 -0.02
H 22.565 9.642 20.045 0.10 0.21 -0.52
C 20.062 25.320 11.648 -1.51 -0.49 -0.78
C 18.630 25.694 11.182 0.73 -0.57 0.92
O 17.964 26.311 12.282 0.89 -0.46 0.34
C 16.604 26.490 12.085 -1.10 -0.32 -0.57
C 15.850 26.796 13.357 -0.89 0.65 0.00
H 20.533 24.627 10.906 -0.29 0.56 0.69
H 20.601 26.229 11.726 0.97 0.64 0.36
H 19.911 24.831 12.625 0.50 0.21 -0.45
H 18.562 26.379 10.354 0.35 0.21 -0.66
H 18.211 24.732 10.883 -0.84 0.10 0.10
H 16.381 27.313 11.387 0.31 -0.03 -0.10
H 16.206 25.581 11.614 -0.21 -0.01 0.05
H 16.232 27.711 13.815 0.01 -0.07 0.02
H 15.812 26.022 14.108 0.44 -0.46 0.11
H 14.780 26.981 13.111 0.67 0.01 -0.04
C 11.151 23.400 10.198 0.22 -1.54 -1.00
C 11.268 22.090 10.973 1.05 -0.90 0.05
O 12.430 21.355 10.564 1.02 1.36 -1.17
C 12.661 20.035 11.007 -2.60 0.89 1.13
C 14.013 19.515 10.689 0.28 -0.89 0.66
H 10.914 23.081 9.164 0.14 0.50 0.33
H 10.354 24.010 10.550 -0.81 0.33 0.43
H 12.035 24.014 10.166 0.54 -0.06 0.20
H 11.329 22.171 12.044 -0.02 0.56 0.76
H 10.408 21.470 10.785 -0.74 -0.25 -0.25
H 12.453 20.041 12.102 0.50 -0.30 -0.26
H 11.835 19.446 10.604 0.14 -0.56 -0.30
H 14.017 18.434 10.888 -0.07 0.17 -0.06
H 14.733 19.924 11.378 0.39 0.38 0.08
H 14.354 19.638 9.680 -0.06 0.34 -0.60
C 19.246 22.401 18.795 -0.53 0.66 0.11
C 18.207 23.504 18.481 -0.26 0.30 0.18
O 18.683 24.459 17.537 1.26 -1.24 0.02
C 17.854 25.538 17.270 -1.54 0.53 1.08
C 18.333 26.294 16.045 -0.37 0.78 -0.19
H 20.109 22.773 19.356 -0.16 0.24 -0.13
H 18.753 21.671 19.451 0.13 -0.01 -0.34
H 19.633 21.922 17.895 -0.22 -0.09 -0.05
H 17.256 23.092 18.107 0.26 -0.30 -0.20
H 17.887 24.013 19.410 0.42 0.02 -0.08
H 16.823 25.188 17.168 -0.27 -0.28 -0.69
H 17.724 26.103 18.210 0.59 0.60 -0.28
H 17.724 27.199 15.737 0.57 -0.90 0.97
H 18.184 25.643 15.181 0.63 -0.11 -0.05
H 19.385 26.607 16.193 -0.52 -0.26 -0.38
C 17.963 11.310 11.767 -0.84 1.16 0.88
C 17.971 12.854 11.859 0.87 -0.64 -0.04
O 17.375 13.266 13.069 -0.60 0.55 0.27
C 17.148 14.682 13.130 1.05 -0.43 0.49
C 16.371 15.051 14.356 -0.82 -1.62 -0.12
H 16.967 11.002 11.482 -0.26 -0.24 -0.22
H 18.675 10.933 11.051 0.32 -0.10 -0.07
H 18.105 10.924 12.781 0.41 -0.13 -0.25
H 19.016 13.203 11.858 -0.10 0.09 -0.19
H 17.459 13.280 10.993 -0.05 0.16 -0.02
H 18.090 15.220 13.108 0.53 -0.02 -0.03
H 16.619 15.002 12.276 -0.79 0.29 -1.34
H 16.888 14.681 15.248 -0.14 0.43 -0.01
H 15.451 14.441 14.237 0.16 0.52 0.54
H 16.099 16.104 14.387 0.21 0.00 0.11
C 28.488 17.159 13.132 0.49 -1.13 2.24
C 28.009 17.776 11.903 -1.18 0.12 -0.99
O 28.548 19.058 11.842 0.09 1.44 -1.60
C 28.177 19.692 10.565 -0.29 -0.38 1.76
C 29.068 20.847 10.223 -0.85 0.21 0.26
H 28.102 17.645 14.066 0.43 -0.10 -0.84
H 28.187 16.108 13.222 -0.11 0.08 -0.21
H 29.585 17.149 13.131 -0.17 0.18 0.22
H 28.314 17.200 11.017 0.01 -0.06 0.05
H 26.897 17.818 11.885 0.35 -0.06 -0.12
H 28.279 18.964 9.790 0.00 -0.80 -0.60
H 27.111 19.949 10.652 0.21 0.13 -0.24
H 30.084 20.497 10.209 0.55 0.15 0.00
H 28.915 21.688 10.899 0.35 -0.10 0.09
H 28.760 21.181 9.235 0.21 0.10 -0.21
C 26.756 22.277 12.280 -0.82 0.35 -0.37
C 25.374 22.701 12.798 0.85 0.21 1.30
O 24.365 21.976 12.160 -0.37 0.21 -0.30
C 23.042 22.363 12.539 0.52 -0.11 0.13
C 22.092 21.478 11.767 0.22 0.16 0.15
H 27.520 22.914 12.725 0.14 -0.41 0.48
H 26.923 21.195 12.366 0.16 0.46 0.44
H 26.844 22.511 11.228 -0.25 0.01 -0.52
H 25.369 22.520 13.921 -0.32 0.26 -1.06
H 25.220 23.791 12.656 0.08 -0.35 0.02
H 22.911 22.183 13.612 0.06 -0.19 0.12
H 22.887 23.450 12.450 0.08 -0.11 -0.50
H 22.040 21.657 10.682 0.32 -0.05 0.37
H 21.107 21.637 12.177 -0.54 -0.13 0.10
H 22.411 20.455 12.004 -0.35 0.08 -0.36
C 21.821 16.867 20.603 -0.65 -0.54 -0.91
C 21.686 17.910 19.493 0.13 -0.25 0.22
O 22.851 18.698 19.484 0.95 0.90 -0.28
C 22.970 19.779 18.534 -0.32 -0.66 -0.25
C 23.992 20.833 18.969 0.52 0.03 -1.01
H 21.674 17.284 21.614 0.18 -0.25 -0.50
H 21.010 16.125 20.339 0.85 0.51 0.77
H 22.812 16.388 20.487 -0.51 0.12 0.32
H 21.470 17.365 18.555 0.40 0.37 -0.05
H 20.840 18.545 19.702 -0.65 0.35 -0.04
H 23.301 19.333 17.548 -0.45 0.55 0.77
H 21.986 20.281 18.390 0.37 -0.42 0.05
H 23.832 21.750 18.387 0.01 -0.31 -0.46
H 25.039 20.523 18.778 -0.59 -0.01 0.26
H 23.915 21.231 19.959 -0.26 -0.45 0.97
C 25.489 19.450 13.930 -0.25 0.47 2.02
C 25.990 20.299 15.121 0.72 -0.59 -1.06
O 26.562 19.394 16.070 0.79 1.28 0.57
C 27.392 20.128 17.006 -0.09 0.82 -1.00
C 27.967 19.198 18.017 -0.53 -1.18 0.45
H 24.857 20.054 13.307 -0.60 0.06 -0.24
H 26.247 19.018 13.309 0.67 -0.11 0.04
H 24.965 18.671 14.493 -0.37 -0.27 -0.78
H 26.718 21.065 14.770 -0.13 -0.47 0.42
H 25.163 20.814 15.601 -0.34 0.23 0.02
H 28.221 20.659 16.401 -1.15 -0.64 0.94
H 26.804 20.918 17.575 0.40 -0.68 -0.94
H 28.627 18.450 17.605 0.36 -0.09 -0.44
H 27.197 18.599 18.551 0.21 0.66 -0.26
H 28.520 19.760 18.741 0.34 0.32 0.53
C 26.249 23.939 16.488 -0.10 -0.50 0.22
C 24.931 24.398 17.084 -0.37 1.13 0.41
O 23.833 24.087 16.225 0.99 0.24 0.20
C 22.587 24.283 16.842 -0.61 0.85 -0.97
C 21.509 23.930 15.809 0.01 1.49 1.27
H 26.443 24.372 15.524 -0.37 0.22 -0.71
H 27.119 24.279 17.057 -0.28 -0.28 0.44
H 26.253 22.844 16.374 0.17 0.40 0.12
H 24.698 23.934 18.057 0.46 -0.09 -0.07
H 24.970 25.512 17.303 -0.15 -0.97 -0.40
H 22.529 23.765 17.793 -0.14 -0.78 0.14
H 22.392 25.340 17.150 0.50 -0.27 -0.40
H 21.523 22.933 15.460 0.23 -1.15 -0.32
H 21.524 24.633 14.974 0.32 -0.12 -0.07
H 20.583 24.124 16.324 -0.65 -0.21 0.01
C 24.070 18.511 10.565 -2.78 -0.34 -0.45
C 22.676 18.196 9.814 1.92 1.83 1.67
O 22.226 16.936 10.114 -0.98 -1.05 -0.24
C 21.577 16.842 11.367 0.28 0.25 1.14
C 20.608 15.698 11.343 0.15 -1.06 0.18
H 24.711 17.669 10.487 0.75 -0.78 -0.35
H 24.490 19.396 10.150 0.55 0.75 -0.21
H 23.851 18.654 11.616 0.08 0.21 0.28
H 21.943 18.928 10.187 0.13 0.12 -0.27
H 22.805 18.361 8.755 -0.06 -0.43 -0.43
H 22.350 16.809 12.160 -0.39 -0.41 -0.17
H 20.954 17.700 11.665 0.35 0.51 -0.68
H 20.038 15.792 10.435 -0.45 0.05 -0.41
H 19.903 15.664 12.184 0.37 0.32 -0.10
H 21.080 14.712 11.301 0.18 0.08 0.01
C 18.337 17.075 17.311 -0.48 0.08 0.11
C 18.063 15.700 17.815 -0.80 -1.69 0.05
O 18.938 15.335 18.863 0.27 1.49 -0.14
C 19.062 13.998 19.177 0.29 -1.86 0.12
C 18.078 13.558 20.266 0.59 -0.22 -0.43
H 18.101 17.738 18.118 -0.11 0.79 0.40
H 19.322 17.315 16.950 0.58 -0.38 -0.03
H 17.648 17.259 16.498 -0.24 0.22 -0.23
H 16.975 15.615 18.146 1.09 0.20 -0.26
H 18.187 14.937 17.031 -0.06 0.18 -0.10
H 18.933 13.325 18.295 0.11 0.56 0.15
H 20.107 13.848 19.529 -0.61 0.04 -0.14
H 17.059 13.692 19.942 -0.42 0.32 -0.07
H 18.305 14.188 21.117 -0.30 -0.15 0.49
H 18.167 12.483 20.491 0.28 0.43 0.12
C 20.294 14.277 15.120 -0.67 -0.66 0.28
C 21.451 13.733 14.301 -1.13 0.81 1.19
O 22.282 14.826 14.070 0.75 0.38 -0.25
C 23.532 14.415 13.552 0.78 0.03 1.29
C 24.623 15.476 13.744 -0.67 -0.57 -0.32
H 19.616 13.453 15.340 -0.46 -0.01 -0.41
H 20.566 14.583 16.122 0.57 0.42 0.07
H 19.752 15.115 14.651 0.15 -0.56 -0.03
H 21.971 12.961 14.859 0.25 -0.23 0.28
H 21.079 13.275 13.403 -0.11 -0.14 -0.84
H 23.793 13.468 14.065 0.24 0.39 0.03
H 23.433 14.143 12.525 -0.12 0.02 -1.10
H 25.543 15.027 13.422 0.60 -0.13 -0.64
H 24.850 15.738 14.762 -0.53 0.07 0.53
H 24.406 16.363 13.156 0.08 0.15 -0.08
C 15.674 19.291 16.104 -0.66 -1.01 -0.42
C 16.575 20.495 16.180 0.10 1.57 -0.90
O 16.962 20.940 14.849 0.53 0.13 0.36
C 17.898 22.038 14.871 -0.84 0.37 1.01
C 18.265 22.576 13.514 0.29 -0.62 -1.04
H 15.604 18.838 17.103 -0.05 0.12 -0.26
H 14.639 19.403 15.713 0.64 0.64 0.37
H 16.081 18.512 15.428 0.25 0.47 0.41
H 16.121 21.404 16.645 -0.09 -0.79 0.07
H 17.460 20.254 16.780 0.16 -0.07 -0.19
H 17.457 22.933 15.379 -0.08 -0.69 0.10
H 18.792 21.797 15.489 -0.32 -0.19 -0.49
H 17.434 23.031 12.949 0.07 -0.21 0.45
H 18.762 21.871 12.812 -0.34 0.14 0.64
H 18.989 23.354 13.712 0.21 0.35 -0.01
N 20.890 17.456 14.589 -0.30 1.12 -0.23
C 19.690 17.969 14.110 0.93 -1.64 0.44
C 19.784 19.324 14.149 0.04 1.03 0.47
C 21.088 19.718 14.673 -1.37 -1.70 -0.42
C 21.691 18.491 14.899 1.59 1.03 0.25
H 21.274 16.526 14.558 -0.24 -0.35 -0.19
H 18.956 17.198 13.893 -0.33 0.78 -0.22
H 18.961 19.986 13.946 -0.06 -0.01 -0.16
H 21.432 20.728 14.876 0.06 -0.46 -0.12
H 22.717 18.273 15.169 -0.10 0.13 0.21